1.
Formula: C57H43FeN2O6P2
Source: the OMol25 dataset
Level of theory: the ωB97M-V functional and the def2-TZVPD basis

Values from the calculation:
* HOMO: -4.21 eV

```
! RIJCOSX wB97M-V def2-TZVPD def2/J DEFGRID3
* xyz -1 1
Fe -1.9157 -0.8028 0.2786
O -3.8558 -4.5621 4.4233
C -3.3608 -3.6897 3.4978
C -2.1194 -3.8751 2.9074
C -1.6800 -2.9448 1.9857
N -2.4165 -1.8800 1.7033
C -3.6300 -1.7074 2.2305
C -4.1442 -2.5943 3.1490
C -4.2718 -0.4412 1.6916
O -5.3232 -0.0074 2.1469
O -3.5499 0.0875 0.7700
C -0.4406 -2.9916 1.1336
O 0.3770 -3.8986 1.2389
O -0.3890 -1.9956 0.3273
H -3.2346 -5.2916 4.5106
H -1.4986 -4.7381 3.1251
H -5.1267 -2.4466 3.5777
C -1.4349 2.4781 -2.3778
C -2.5637 2.2956 -3.1670
C -3.2577 1.1130 -3.0568
C -2.8503 0.1348 -2.1467
N -1.7832 0.3415 -1.3389
C -1.0981 1.4817 -1.4877
C -3.4535 -1.1775 -1.9913
C -4.4013 -1.7169 -2.8643
C -4.8181 -3.0265 -2.7100
C -4.2816 -3.8084 -1.6924
C -3.3662 -3.2580 -0.7989
C -2.9507 -1.9312 -0.9115
H -0.8394 3.3800 -2.4365
H -2.8759 3.0679 -3.8590
H -4.1295 0.9323 -3.6719
H -0.2157 1.5705 -0.8636
H -4.8048 -1.1155 -3.6755
H -5.5523 -3.4440 -3.3898
H -4.5844 -4.8455 -1.5872
H -2.9657 -3.8897 -0.0116
C 4.9035 4.1783 0.4462
C 4.1977 2.8289 0.6234
C 5.0692 1.9149 1.5149
C 4.0060 2.1289 -0.7028
C 4.9657 2.2134 -1.7043
C 4.8687 1.4743 -2.8655
C 3.7869 0.6397 -3.0504
C 2.7807 0.5440 -2.0988
P 1.3397 -0.5894 -2.3119
C 0.8882 -0.2485 -4.0618
C 0.0349 -1.1728 -4.6750
C -0.4808 -0.9385 -5.9393
C -0.1757 0.2391 -6.6092
C 0.6330 1.1834 -5.9949
C 1.1576 0.9446 -4.7300
C 2.3658 -2.1141 -2.4727
C 2.6806 -2.7699 -3.6596
C 3.4718 -3.9131 -3.6421
C 3.9581 -4.4099 -2.4429
C 3.6412 -3.7654 -1.2540
C 2.8476 -2.6315 -1.2702
C 2.9088 1.2865 -0.9039
O 1.9406 1.1120 0.0861
C 1.8210 2.0684 1.0820
C 0.6555 2.0649 1.8898
C 0.5600 3.0535 2.8679
C 1.5474 3.9948 3.0602
C 2.6918 3.9479 2.2988
C 2.8575 2.9834 1.3154
P -0.7184 0.7806 1.8355
C -0.1374 -0.1697 3.3048
C -1.0148 -0.7444 4.2249
C -0.5367 -1.4607 5.3137
C 0.8270 -1.6155 5.5097
C 1.7089 -1.0938 4.5753
C 1.2305 -0.3875 3.4822
C -2.0599 1.8727 2.5079
C -2.6742 2.7045 1.5715
C -3.6800 3.5798 1.9356
C -4.1052 3.6394 3.2566
C -3.4978 2.8302 4.1989
C -2.4817 1.9559 3.8307
H 5.8628 4.0515 -0.0513
H 5.1070 4.6419 1.4093
H 4.2915 4.8562 -0.1515
H 6.0534 1.7664 1.0633
H 4.5974 0.9365 1.6271
H 5.1898 2.3572 2.5065
H 5.8319 2.8463 -1.5704
H 5.6505 1.5372 -3.6127
H 3.7094 0.0460 -3.9543
H -0.2399 -2.0750 -4.1377
H -1.1391 -1.6702 -6.3923
H -0.5852 0.4295 -7.5936
H 0.8484 2.1209 -6.4937
H 1.7701 1.7037 -4.2605
H 2.3089 -2.3949 -4.6039
H 3.7060 -4.4142 -4.5742
H 4.5722 -5.3021 -2.4311
H 3.9928 -4.1644 -0.3108
H 2.5683 -2.1500 -0.3388
H -0.3069 3.0753 3.5074
H 1.4406 4.7474 3.8326
H 3.4783 4.6622 2.4955
H -2.0813 -0.6456 4.0951
H -1.2430 -1.9024 6.0075
H 1.1948 -2.1437 6.3811
H 2.7764 -1.2294 4.7010
H 1.9360 -0.0065 2.7541
H -2.3696 2.6520 0.5396
H -4.1493 4.2025 1.1834
H -4.9109 4.3044 3.5428
H -3.8191 2.8715 5.2332
H -2.0188 1.3476 4.5952
*
```

Atomic partial charges in e from the Löwdin method, atoms 1 to 4: Fe 0.2713; O 0.0533; C -0.2917; C 0.0623

2.
Formula: C57H45BF5N14O3S2Sn
Source: the OMol25 dataset
Level of theory: the ωB97M-V functional and the def2-TZVPD basis

Values from the calculation:
* HOMO (alpha / beta): -7.70 / -7.69 eV

```
! RIJCOSX wB97M-V def2-TZVPD def2/J DEFGRID3
* xyz 0 2
Sn -0.2739 0.3573 1.3958
C 1.5137 2.9578 -0.9896
C 0.4878 3.5465 -0.0747
C 0.5071 4.8089 0.5442
C -0.6570 4.8570 1.2785
N -1.3101 3.6898 1.1011
N -0.6070 2.8841 0.2715
B -2.7319 3.2591 1.5365
N -2.8005 2.1874 2.6722
C -3.7066 2.2476 3.6642
C -3.7688 1.0304 4.2935
C -2.8484 0.2268 3.6162
C -2.5377 -1.2035 3.9043
N -2.2659 0.9277 2.6403
N -3.4713 2.7232 0.2843
C -3.8120 3.4519 -0.7974
C -4.5306 2.6469 -1.6501
C -4.5872 1.4048 -0.9870
C -5.2787 0.1533 -1.4257
N -3.9426 1.4568 0.1719
N -3.5064 4.4812 2.0652
C -4.8141 4.7785 1.8911
C -5.1573 5.7414 2.8081
C -3.9727 5.9740 3.5370
C -3.7473 6.9190 4.6747
N -2.9921 5.2049 3.0939
H 2.1753 3.7417 -1.3576
H 1.0488 2.4691 -1.8455
H 2.1248 2.2109 -0.4754
H 1.2575 5.5768 0.4513
H -1.0651 5.6243 1.9108
H -4.2485 3.1550 3.8686
H -4.3846 0.7554 5.1326
H -3.4031 -1.6708 4.3738
H -1.6932 -1.3097 4.5842
H -2.3123 -1.7513 2.9931
H -3.5113 4.4841 -0.8882
H -4.9610 2.9150 -2.6010
H -6.3539 0.3168 -1.5158
H -5.1276 -0.6366 -0.6907
H -4.9162 -0.1905 -2.3976
H -5.4131 4.2739 1.1511
H -6.1171 6.2140 2.9337
H -4.6596 7.4667 4.9071
H -2.9670 7.6419 4.4343
H -3.4336 6.3788 5.5687
F 0.9401 4.5878 7.6523
C 1.3851 4.1720 6.4773
C 0.4985 3.6391 5.5540
F -0.7896 3.5459 5.8587
C 0.9758 3.2082 4.3354
F 0.1099 2.7134 3.4795
C 2.3414 3.2934 3.9936
S 2.9114 2.7607 2.4899
C 3.2029 3.8458 4.9646
F 4.5009 3.9546 4.7149
C 2.7401 4.2766 6.1846
F 3.5685 4.7924 7.0926
C 4.0985 -5.4190 -11.3411
O 2.9328 -4.6537 -11.0921
C 2.7385 -4.1961 -9.8314
C 3.6064 -4.4259 -8.7710
C 3.3059 -3.9021 -7.5189
C 2.1557 -3.1580 -7.3040
C 1.2932 -2.9361 -8.3820
C 1.5782 -3.4466 -9.6273
C 1.8165 -2.5901 -5.9951
N 0.8240 -1.7630 -5.7688
C 0.8762 -1.4976 -4.4222
C 1.9101 -2.1713 -3.8291
N 2.5135 -2.8707 -4.8494
C 2.2243 -2.0670 -2.4397
C 3.3034 -2.7039 -1.8127
C 3.5090 -2.5096 -0.4719
C 2.6189 -1.6878 0.2270
N 1.5961 -1.0796 -0.3393
C 1.3855 -1.2472 -1.6580
C 0.2646 -0.5260 -2.2748
N -0.4877 0.2675 -1.4883
C -1.4463 0.9860 -2.0421
C -1.7511 0.9382 -3.4078
C -1.0149 0.1137 -4.2185
C 0.0256 -0.6354 -3.6542
H 4.0646 -5.6857 -12.3930
H 4.1112 -6.3296 -10.7372
H 5.0029 -4.8382 -11.1439
H 4.5125 -4.9984 -8.9019
H 4.0087 -4.0849 -6.7142
H 0.3965 -2.3543 -8.2173
H 0.9159 -3.2811 -10.4667
H 3.2876 -3.5038 -4.7695
H 3.9684 -3.3421 -2.3830
H 4.3296 -2.9812 0.0514
H 2.7345 -1.5354 1.2928
H -1.9936 1.6418 -1.3781
H -2.5508 1.5538 -3.7967
H -1.2012 0.0351 -5.2819
O 1.1268 0.1753 4.2488
S 1.1772 -1.2615 4.0953
O 0.5893 -2.0968 5.1133
N 0.5858 -1.5391 2.6434
C 0.2307 -2.8010 2.1918
C 0.7565 -4.0071 2.6000
C 0.3538 -5.2254 2.0171
C -0.5915 -5.2702 1.0359
C -1.1980 -4.0640 0.6142
C -2.2413 -4.0295 -0.3389
C -2.8440 -2.8480 -0.6592
C -2.3869 -1.6748 -0.0376
N -1.3982 -1.6704 0.8251
C -0.7894 -2.8406 1.1819
C 2.9092 -1.6799 4.0794
C 3.3585 -2.8302 4.7116
C 4.7121 -3.1380 4.6875
C 5.6074 -2.2959 4.0434
C 5.1545 -1.1327 3.4328
C 3.8042 -0.8213 3.4545
H 1.4995 -4.0256 3.3821
H 0.8094 -6.1428 2.3684
H -0.9018 -6.2064 0.5897
H -2.5674 -4.9594 -0.7902
H -3.6592 -2.7948 -1.3670
H -2.8492 -0.7164 -0.2448
H 2.6518 -3.4541 5.2431
H 5.0684 -4.0309 5.1850
H 6.6627 -2.5371 4.0310
H 5.8530 -0.4589 2.9529
H 3.4400 0.0948 3.0062
*
```

Atomic partial charges in e from the Löwdin method, atoms 1 to 4: Sn 1.4156; C -0.0406; C -0.3883; C -0.0342

3.
Formula: C57H45MoN5O8S2
Source: the OMol25 dataset
Level of theory: the ωB97M-V functional and the def2-TZVPD basis

Values from the calculation:
* HOMO (alpha / beta): -0.95 / -1.86 eV

```
! RIJCOSX wB97M-V def2-TZVPD def2/J DEFGRID3
* xyz -2 3
Mo -0.6978 1.8473 -0.1414
C 8.7858 3.6720 2.5469
O 7.8890 2.6677 3.0994
C 6.5742 2.6559 2.6965
C 5.9410 3.7895 2.1903
C 4.5317 3.7406 1.8484
C 3.7936 2.5498 1.9874
C 4.4847 1.4309 2.6222
C 5.8239 1.5030 2.9806
C 2.5204 2.3839 1.3810
C 1.3521 2.3848 2.2283
C 1.3342 2.4800 3.6562
C 0.0292 2.3215 4.0884
C -0.7593 2.0408 2.9511
N -0.0126 2.0904 1.7688
C -2.2120 1.8772 3.0314
C -2.9865 1.5605 1.9664
C -4.4964 1.3669 2.1138
C -4.9037 1.2966 0.7915
C -3.7132 1.2138 -0.0804
C -3.7066 0.7895 -1.4655
C -5.0802 0.7606 -2.0971
C -5.7048 1.8822 -2.4966
C -7.0209 1.9895 -3.0758
C -7.7479 0.8167 -3.0890
O -8.9868 0.8224 -3.5787
C -9.4000 1.7398 -4.5366
C -7.1349 -0.4291 -2.6954
C -5.8170 -0.4082 -2.2011
C -2.6071 0.5523 -2.2132
N -1.3291 0.7474 -1.8683
C -0.5244 0.0841 -2.7221
C 0.9558 0.0406 -2.6186
C 1.6296 -0.7848 -3.5845
C 1.4825 -2.1716 -3.6330
C 1.8473 -3.0078 -4.7084
C 2.3538 -2.4442 -5.8387
O 2.6678 -3.1562 -7.0345
C 2.8623 -4.5407 -6.9837
C 2.6374 -1.0700 -5.8863
C 2.2113 -0.2028 -4.8041
C 1.7221 0.6744 -1.6949
C 3.2481 0.7482 -1.7763
C 3.7179 1.4614 -0.7091
C 2.4595 1.8601 0.0527
N 1.4110 1.6150 -0.6591
C -1.3221 -0.5074 -3.7063
C -2.6551 -0.1326 -3.3439
N -2.6436 1.4818 0.6808
C -2.6939 1.6418 4.3671
C -2.6155 0.3926 5.0950
C -2.9050 0.2449 6.4145
C -3.3681 1.4037 7.1102
O -3.6487 1.2157 8.4042
C -4.5537 2.0886 8.9683
C -3.5796 2.5446 6.3864
C -3.2156 2.6829 5.0417
H 9.7819 3.4409 2.8193
H 8.4442 4.6675 2.9307
H 8.7488 3.7002 1.4432
H 6.5885 4.6383 1.9716
H 4.1053 4.5875 1.3242
H 3.9740 0.5682 2.9893
H 6.3959 0.7025 3.4026
H 2.2910 2.6981 4.1321
H -0.3778 2.2065 5.1090
H -5.0216 1.5570 3.0037
H -5.9193 1.1233 0.5239
H -5.2711 2.8445 -2.3595
H -7.4666 2.9822 -3.1570
H -10.3592 1.3790 -4.8921
H -8.7376 1.6957 -5.4475
H -9.5009 2.7444 -4.0747
H -7.6034 -1.3781 -2.7068
H -5.3608 -1.2938 -1.8034
H 0.8846 -2.7072 -2.8985
H 1.6561 -4.0571 -4.5952
H 3.3792 -4.8041 -7.9060
H 1.9069 -5.0683 -6.8812
H 3.4119 -4.9042 -6.0744
H 3.2252 -0.7198 -6.7511
H 2.3666 0.9160 -4.9758
H 3.8467 0.2093 -2.4949
H 4.6939 1.2963 -0.2594
H -0.8177 -0.9277 -4.5730
H -3.5754 -0.3839 -3.8422
H -2.2006 -0.4349 4.5736
H -2.8750 -0.6424 6.9753
H -4.7954 1.6928 9.9680
H -5.5068 2.0970 8.4008
H -4.1477 3.0532 9.0462
H -3.9970 3.4950 6.8811
H -3.3965 3.6845 4.6567
C 6.1290 -4.7252 -1.1701
C 4.6570 -4.6092 -0.9938
C 3.8659 -5.7308 -0.7800
C 2.5285 -5.6235 -0.8272
C 1.9105 -4.3564 -0.9807
C 2.6964 -3.1828 -0.9230
C 4.0503 -3.3689 -1.0283
S -0.0004 -4.2737 -1.0455
O -0.3681 -4.5798 -2.3957
O -0.3647 -5.2643 -0.0805
N -0.3365 -2.8156 -0.6539
C -0.3429 -2.4860 0.7328
C -0.0437 -0.9909 1.1377
O 0.6646 -0.7867 2.1676
O -0.3955 -0.1008 0.3585
H 6.6176 -4.5742 -0.2572
H 6.3013 -4.0028 -1.9621
H 6.3801 -5.7700 -1.2967
H 4.3024 -6.6928 -0.6337
H 1.8792 -6.4749 -0.7273
H 2.1866 -2.2386 -1.0019
H 4.6488 -2.5074 -1.1864
H 0.4658 -2.9835 1.3698
H -1.2948 -2.6866 1.2355
S -1.1316 3.8689 -0.7431
*
```

Atomic partial charges in e from the Löwdin method, atoms 1 to 4: Mo 1.3612; C -0.0743; O -0.1140; C -0.3082

4.
Formula: C57H48ClF3N3O2PPtSb
Source: the OMol25 dataset
Level of theory: the ωB97M-V functional and the def2-TZVPD basis

Values from the calculation:
* HOMO (alpha / beta): -8.78 / -10.53 eV

```
! RIJCOSX wB97M-V def2-TZVPD def2/J DEFGRID3
* xyz 1 5
Pt -0.2592 0.3825 -0.0879
C -3.6316 -0.1049 7.0390
O -2.5558 0.5713 7.6863
C -1.2956 0.1762 7.3702
C -0.2569 0.8621 8.0054
C 1.0544 0.5507 7.7252
C 1.3688 -0.4377 6.7719
C 0.3245 -1.1337 6.1587
C -1.0038 -0.8363 6.4634
N 2.7059 -0.6272 6.4463
N 3.0520 -1.3825 5.4481
C 2.6650 -1.2404 4.1816
C 2.9984 -2.2564 3.2360
C 2.4723 -2.2697 1.9606
C 1.5760 -1.2765 1.5196
O 1.0046 -1.2895 0.3238
C 1.2978 -0.2206 2.4184
N 0.4978 0.7738 1.9492
C 0.2859 1.8755 2.6550
C 0.8984 2.0767 3.8894
C 1.6880 1.0735 4.4103
C 1.8843 -0.1202 3.7009
H -4.5373 0.4078 7.3422
H -3.6833 -1.1514 7.3521
H -3.5350 -0.0554 5.9504
H -0.5125 1.6394 8.7208
H 1.8719 1.0828 8.2033
H 0.5506 -1.9153 5.4417
H -1.7954 -1.4053 5.9907
H 3.6495 -3.0552 3.5797
H 2.7041 -3.0740 1.2676
H -0.3655 2.6214 2.2120
H 0.7429 3.0045 4.4256
H 2.1908 1.2285 5.3560
Cl 0.7844 -0.9991 -2.5646
C 1.2124 0.4235 -3.4581
C 1.2441 0.3656 -4.8380
C 1.6225 1.4936 -5.5500
C 1.9800 2.6560 -4.8810
C 1.9251 2.7040 -3.4962
C 1.5228 1.5909 -2.7635
P 1.4268 1.6744 -0.9512
C 3.0421 1.1129 -0.3809
C 3.9304 0.4960 -1.2582
C 5.1672 0.0591 -0.8003
C 5.5229 0.2347 0.5302
C 4.6372 0.8407 1.4144
C 3.4004 1.2767 0.9633
C 1.2913 3.4343 -0.6043
C 2.3525 4.1919 -0.1155
C 2.2008 5.5679 0.0404
C 1.0040 6.1829 -0.2994
C -0.0579 5.4239 -0.7826
C 0.0824 4.0549 -0.9237
H 0.9794 -0.5562 -5.3442
H 1.6357 1.4611 -6.6346
H 2.2925 3.5305 -5.4356
H 2.1952 3.6177 -2.9782
H 3.6696 0.3635 -2.3022
H 5.8552 -0.4162 -1.4896
H 6.4943 -0.0971 0.8803
H 4.9112 0.9809 2.4551
H 2.7295 1.7771 1.6526
H 3.2985 3.7260 0.1315
H 3.0273 6.1568 0.4207
H 0.8939 7.2558 -0.1837
H -0.9926 5.9023 -1.0478
H -0.7496 3.4561 -1.2848
F -1.3062 -5.4515 6.2201
C -1.4213 -4.5353 5.2525
C -0.4065 -4.4111 4.3293
C -0.5432 -3.4606 3.3198
C -1.6704 -2.6407 3.2671
C -2.6774 -2.7888 4.2224
C -2.5603 -3.7496 5.2189
Sb -1.9869 -1.3017 1.6418
C -2.8562 0.2242 2.8251
C -2.2471 0.5488 4.0421
C -2.7240 1.5965 4.8210
C -3.8193 2.3061 4.3692
F -4.2904 3.3074 5.1209
C -4.4473 2.0251 3.1713
C -3.9502 0.9833 2.3911
C -3.7116 -2.3121 0.9359
C -3.5175 -3.2894 -0.0464
C -4.5714 -4.0947 -0.4656
C -5.8124 -3.9011 0.1086
F -6.8311 -4.6753 -0.2847
C -6.0448 -2.9402 1.0715
C -4.9833 -2.1426 1.4875
H 0.4682 -5.0495 4.3976
H 0.2377 -3.3719 2.5734
H -3.5676 -2.1674 4.1897
H -3.3412 -3.9036 5.9596
H -1.3917 -0.0219 4.4015
H -2.2586 1.8645 5.7652
H -5.3065 2.6126 2.8629
H -4.4281 0.7676 1.4374
H -2.5369 -3.4315 -0.4965
H -4.4406 -4.8643 -1.2208
H -7.0411 -2.8277 1.4890
H -5.1636 -1.3839 2.2441
C -3.8212 2.6145 -1.3958
C -2.8180 1.4654 -1.5263
C -3.5727 0.1198 -1.5470
C -2.0711 1.5857 -2.8649
C -1.8472 1.4941 -0.3487
H -4.6007 2.5307 -2.1599
H -3.3234 3.5838 -1.5268
H -4.3047 2.6092 -0.4104
H -4.2126 0.0624 -2.4374
H -4.2099 0.0027 -0.6655
H -2.8738 -0.7179 -1.5746
H -2.7694 1.4260 -3.6949
H -1.2867 0.8354 -2.9400
H -1.6198 2.5775 -2.9869
H -2.0381 2.2881 0.3749
*
```

Atomic partial charges in e from the Löwdin method, atoms 1 to 4: Pt 0.9730; C -0.0587; O -0.0773; C -0.2874